1.
The following is a DFT calculation (wB97M-V/def2-TZVPD) of a structure of composition C12H28AgF6O8 at a distorted geometry.

ΔE to the lowest compared entry with this formula, charge and spin ... 0.676 eV
Kohn-Sham gap (alpha / beta) ... 9.280 / 6.212 eV
<S²> ... 0.754
Spin multiplicity ... 2
E_tot ... -1821.9543 Ha

Last column: Mulliken charge in e.
Cartesian coordinates (Å):
Ag (-0.035220, 1.137329, 0.656804)  1.74
C (0.076295, -1.362742, 2.820625)  0.18
O (-0.872703, -1.871380, 1.878670)  -0.30
O (0.206908, -0.043016, 2.522416)  -0.88
C (-0.362456, -1.601866, 4.267983)  0.65
F (-0.434535, -2.927280, 4.521483)  -0.29
F (0.545427, -1.102744, 5.110498)  -0.24
F (-1.564244, -1.086354, 4.530484)  -0.25
C (-0.767645, -3.253202, 1.571619)  -0.02
C (-1.727145, -3.620256, 0.454577)  -1.33
H (-1.701054, -4.679789, 0.199350)  0.41
H (-2.767192, -3.370406, 0.675345)  0.36
H (-1.471811, -3.108390, -0.482139)  0.15
H (-1.165706, -3.834497, 2.408162)  0.23
H (0.237786, -3.537733, 1.256989)  0.27
H (1.078619, -1.808504, 2.728190)  0.07
C (0.193879, 1.369759, -2.680203)  -0.31
O (0.737676, 0.072180, -2.520177)  -0.61
O (-0.226269, 1.809885, -1.464864)  -0.90
C (1.116649, 2.311903, -3.515150)  0.90
F (1.541905, 3.359125, -2.752055)  -0.25
F (2.282940, 1.711465, -3.864740)  -0.28
F (0.548472, 2.850218, -4.592844)  -0.30
C (0.800001, -0.742602, -3.676051)  -0.39
C (1.184132, -2.150639, -3.247037)  -0.98
H (0.560819, -2.425175, -2.394962)  0.04
H (1.273323, -2.896609, -4.030836)  0.42
H (2.211384, -2.072525, -2.862883)  0.26
H (1.534309, -0.372931, -4.392189)  0.36
H (-0.170816, -0.849229, -4.175981)  0.30
H (-0.750096, 1.259545, -3.245343)  0.13
C (2.325994, 3.243188, 0.402310)  -0.47
O (1.785265, 2.407619, 1.430215)  -0.29
H (1.621884, 4.048090, 0.182370)  0.24
H (3.322327, 3.630821, 0.615414)  0.38
H (2.389923, 2.635002, -0.497645)  0.02
H (1.912378, 2.801071, 2.297426)  0.21
C (-2.561926, 3.131888, 1.831693)  -0.59
O (-1.166954, 3.168609, 1.475507)  -0.37
H (-2.917074, 2.117640, 1.627885)  0.07
H (-2.661475, 3.324650, 2.895422)  0.38
H (-3.204946, 3.684025, 1.142972)  0.25
H (-0.812335, 3.866903, 2.032095)  0.23
C (2.757105, -0.999756, 0.482983)  -0.84
O (1.664229, -0.270753, -0.056813)  0.51
H (3.479803, -1.218547, -0.305624)  0.31
H (3.206544, -0.430179, 1.292883)  0.29
H (2.399708, -1.958515, 0.872720)  0.16
H (1.571220, -0.433975, -1.006093)  0.17
C (-3.086652, 0.182174, -0.649446)  -0.79
O (-2.121871, 0.060374, 0.386857)  0.03
H (-4.104989, 0.293792, -0.266666)  0.29
H (-2.801932, 1.081599, -1.198079)  0.24
H (-3.072470, -0.662364, -1.342560)  0.29
H (-2.037393, -0.866886, 0.648437)  0.14

Forces on atoms 1 to 6 (eV/Å):
Ag 0.0433 -1.4244 -0.2464
C 0.2961 1.7370 -1.8314
O 0.2761 -0.9586 0.1484
O -0.1699 1.0643 0.8046
C -0.2226 -0.0451 -0.4814
F -0.0321 -0.1466 0.0707

2.
The following is a DFT calculation (wB97M-V/def2-TZVPD) of a cluster of 2 separate species, C12H28BO4 in total at a distorted geometry.

ΔE to the lowest compared entry with this formula, charge and spin ... 2.964 eV
Kohn-Sham gap ... 7.104 eV
E_tot ... -799.7157 Ha
Net charge ... -1

Last column: Mulliken charge in e.
Cartesian coordinates (Å):
C (0.741134, -5.259358, -1.379043)  -0.71
C (1.495250, -4.451613, -0.125543)  -0.61
C (0.398505, -3.616103, 0.821099)  -0.15
C (-0.563247, -4.705958, 1.579468)  -0.98
B (-0.390772, -2.595698, -0.209056)  0.55
C (-1.307380, -1.445818, 0.526409)  -0.62
C (-1.367177, -0.001313, -0.243901)  -0.13
C (-1.287154, -0.075395, -1.879248)  -0.55
C (0.259103, 0.203627, -2.452848)  -0.13
O (0.753907, -0.866056, -3.332918)  -0.53
H (-0.336469, -5.659644, -1.059945)  0.14
H (1.413623, -6.161108, -1.710732)  0.29
H (0.559044, -4.575251, -2.315793)  0.13
H (2.215966, -3.622990, -0.573827)  0.25
H (2.145308, -5.199209, 0.497445)  0.37
H (1.030700, -2.968742, 1.580773)  0.12
H (0.127501, -5.591462, 1.963202)  0.31
H (-1.370621, -5.216452, 0.872964)  0.16
H (-1.033896, -4.203762, 2.535229)  0.24
H (0.424813, -2.110111, -0.902516)  -0.35
H (-1.130772, -3.189228, -0.942536)  -0.20
H (-0.873384, -1.223218, 1.616000)  0.05
H (-2.402754, -1.841409, 0.684687)  0.15
H (-2.434060, 0.468486, 0.014015)  0.26
H (-0.526406, 0.720370, 0.141456)  -0.13
H (-1.786304, -1.022647, -2.360331)  0.31
H (-1.918119, 0.855045, -2.281550)  0.28
H (0.954811, 0.262095, -1.488849)  -0.06
H (0.302398, 1.274764, -2.954825)  0.23
H (0.092829, -1.064576, -4.080387)  0.31
C (-1.155459, 6.258155, 2.250245)  -1.08
C (-0.509622, 6.453666, 0.889724)  -0.16
O (0.795109, 5.862679, 0.852370)  -0.38
C (0.824831, 4.513867, 0.716611)  0.74
O (-0.147602, 3.779628, 0.617620)  -0.54
O (2.120871, 4.114628, 0.738146)  -0.34
C (2.288773, 2.699419, 0.705717)  -0.43
H (-0.497545, 6.623010, 3.045035)  0.29
H (-2.110051, 6.788620, 2.305861)  0.34
H (-1.340171, 5.198302, 2.453798)  0.31
H (-0.377553, 7.525464, 0.703469)  0.29
H (-1.137739, 6.061476, 0.081643)  0.30
H (1.753409, 2.252954, -0.138334)  0.14
H (1.951288, 2.264189, 1.651650)  0.29
H (3.355082, 2.486676, 0.587548)  0.23

Forces on atoms 1 to 6 (eV/Å):
C -0.0405 0.0162 0.2150
C -0.5011 0.6824 -0.2265
C 0.8081 -1.4860 -0.4591
C 1.0439 -0.2582 0.5087
B -0.4531 0.0100 1.0376
C -0.4304 1.2430 1.3014

3.
The following is a DFT calculation (wB97M-V/def2-TZVPD) of a cluster of 7 separate species, C12H28BrN13O9 in total at a distorted geometry.

Kohn-Sham gap ... 8.767 eV
E_tot ... -4437.3250 Ha

Last column: Mulliken charge in e.
Cartesian coordinates (Å):
H (1.658057, -5.427809, 0.083898)  0.22
N (1.331332, -5.574212, 1.039719)  -0.86
C (0.183520, -5.069575, 1.151375)  0.01
C (-0.572720, -4.357995, 0.059894)  -0.21
C (-2.035003, -4.404068, 0.311750)  0.49
C (-2.938549, -3.451727, 0.149226)  0.02
Br (-2.677847, -1.738774, -0.498963)  -0.09
C (-4.259492, -3.995071, 0.597244)  0.52
O (-5.295423, -3.391580, 0.688553)  -0.52
O (-4.085165, -5.303208, 0.919310)  -0.32
C (-2.723861, -5.603976, 0.804202)  0.18
O (-2.304886, -6.689290, 1.073847)  -0.51
H (-0.320118, -5.147186, 2.101750)  0.41
H (-0.264385, -3.322434, 0.121256)  0.33
H (-0.328649, -4.771983, -0.908392)  0.35
N (3.383404, -3.560264, 1.906914)  -0.25
C (2.947454, -2.280254, 1.716299)  0.53
N (3.933063, -1.356538, 1.523771)  -0.31
O (1.757331, -1.988677, 1.715026)  -0.67
H (4.351209, -3.821745, 1.902825)  0.13
H (2.678636, -4.265066, 2.051693)  0.26
H (3.653466, -0.405737, 1.382243)  0.20
H (4.915120, -1.582544, 1.529365)  0.18
N (-0.796675, 2.248373, -1.856615)  -0.31
C (-2.094185, 2.091935, -1.498856)  0.82
N (-2.781569, 3.244558, -1.263136)  -0.41
O (-2.631449, 0.988704, -1.384635)  -0.72
H (-0.344057, 3.143942, -1.951386)  0.12
H (-0.268019, 1.417151, -2.037129)  0.18
H (-3.743686, 3.161935, -0.991988)  0.27
H (-2.381860, 4.162101, -1.345507)  0.07
N (-2.827508, 2.148620, 1.703418)  -0.23
C (-2.836588, 3.312824, 2.415496)  0.52
N (-2.957046, 3.168025, 3.774205)  -0.39
O (-2.745811, 4.409981, 1.887861)  -0.65
H (-2.901987, 1.241770, 2.122125)  0.15
H (-2.739531, 2.216169, 0.703405)  0.22
H (-2.968196, 4.004529, 4.324343)  0.24
H (-3.033068, 2.280975, 4.232034)  0.16
N (6.784979, -2.847865, 4.503267)  -0.41
C (7.012001, -3.132026, 3.188291)  0.73
N (7.302884, -4.438913, 2.909129)  -0.40
O (6.955466, -2.277683, 2.316088)  -0.69
H (6.822818, -3.531752, 5.233814)  0.16
H (6.564567, -1.898231, 4.735276)  0.22
H (7.479555, -4.674997, 1.951418)  0.22
H (7.353971, -5.157172, 3.605295)  0.16
N (-5.150484, 3.205315, -3.671187)  -0.30
C (-5.019774, 4.497041, -4.101999)  0.61
N (-5.923738, 4.889671, -5.055009)  -0.40
O (-4.163674, 5.248476, -3.670064)  -0.61
H (-5.848520, 2.572882, -4.010462)  0.15
H (-4.502494, 2.887956, -2.974754)  0.15
H (-5.854676, 5.830907, -5.389733)  0.23
H (-6.636097, 4.291168, -5.424371)  0.16
N (3.083066, 4.658029, -1.943526)  -0.37
C (2.233818, 4.736133, -3.011642)  0.61
N (2.801737, 5.132878, -4.188258)  -0.41
O (1.045567, 4.471230, -2.923087)  -0.65
H (4.059731, 4.872372, -1.994501)  0.17
H (2.691902, 4.374110, -1.065761)  0.21
H (2.200049, 5.200699, -4.986678)  0.22
H (3.772087, 5.357892, -4.287966)  0.16

Forces on atoms 1 to 6 (eV/Å):
H 0.2326 -0.1205 -0.0542
N 0.1450 0.0078 -0.0771
C -0.0444 -0.2493 -0.3116
C -0.1835 -0.1467 0.8366
C 0.6539 0.0110 -0.3110
C -0.1938 0.0926 0.0028